C26H20N2O3STc | the ωB97M-V functional and the def2-TZVPD basis

Summary:
Multiplicity: 4
Largest force on an atom in hartree/bohr: 0.024
⟨S²⟩: 3.798
Calculated total energy in eV: -49425.713
Total charge: +2

```
53
C26H20N2O3STc | the OMol25 dataset | the ωB97M-V functional and the def2-TZVPD basis
N 0.141 -0.012 -2.458
C -1.387 -4.394 -2.282
H -2.383 -3.983 -2.190
H -1.204 -3.058 5.641
C 0.370 4.245 3.163
N 0.504 -1.263 -2.629
H 1.889 1.214 3.199
H 1.631 -1.811 2.681
H -1.490 2.534 0.903
H -2.875 -1.489 4.713
O -1.171 0.163 0.395
C -0.459 2.925 -2.272
C 0.754 2.330 -2.788
H 2.200 -5.814 -2.644
H -1.498 4.731 -1.852
C 1.192 1.999 2.927
C 0.321 -2.524 4.236
H 0.437 5.221 3.626
H 2.409 5.200 -3.598
C 0.191 1.765 1.996
C 1.202 -5.410 -2.546
C 1.628 4.552 -3.225
H -1.332 4.765 1.965
C 0.975 0.955 -2.863
H 1.905 0.603 -3.301
Tc -1.624 0.332 -1.558
C -0.307 -0.877 2.632
C -1.891 -1.561 4.269
H -2.297 -0.071 2.771
C -0.284 -3.529 -2.368
O -1.454 2.173 -1.847
H 1.056 -3.200 4.650
C 0.447 5.112 -2.695
C 1.015 -4.046 -2.518
H 2.674 2.761 -3.686
H 1.850 -3.364 -2.607
H 2.043 3.445 4.249
C 1.274 3.250 3.514
S 0.141 0.139 1.233
C -0.714 2.745 1.627
H -2.033 -6.428 -2.294
C 0.105 -6.264 -2.458
C 0.649 -1.746 3.136
O -1.578 -1.605 -1.799
C -0.621 3.993 2.227
C -0.483 -2.112 -2.264
C -1.188 -5.755 -2.339
C -1.576 -0.766 3.181
H 0.258 -7.335 -2.487
H 0.338 6.188 -2.647
C -0.947 -2.437 4.793
C -0.578 4.313 -2.238
C 1.775 3.200 -3.272
```


C26H21AsF2N10OPbS | the ωB97M-V functional and the def2-TZVPD basis

Summary:
ΔE to the lowest compared entry with this formula, charge and spin in kcal/mol: 0.0
Largest force on an atom in hartree/bohr: 0.005
Calculated total energy in eV: -126604.442

```
63
C26H21AsF2N10OPbS | the OMol25 dataset | the ωB97M-V functional and the def2-TZVPD basis
C 4.095 3.166 -1.483
H -3.857 3.768 2.808
H -0.814 -0.831 4.737
Pb -2.900 1.025 -2.980
N -7.202 1.570 -3.226
N -2.888 -2.545 -0.405
C 4.564 -1.771 -0.108
C -1.582 2.049 0.176
N -2.381 -1.652 -1.177
N -2.794 2.594 -0.131
H 4.893 -0.765 -0.333
C 2.629 1.977 0.003
C 5.100 -4.045 0.457
H -2.051 -1.486 2.691
H 5.838 -4.810 0.666
N -3.372 -0.850 -1.634
H 2.692 -0.098 2.401
C 3.311 3.134 -0.337
H -0.237 1.694 1.791
H -0.347 -1.434 -1.613
C 1.006 -0.402 3.691
F 0.970 -0.640 -2.929
S -0.639 1.346 -1.069
H 4.618 4.075 -1.750
H 3.430 -5.369 0.723
C -6.086 0.171 -2.115
C -0.400 -1.121 1.390
F 1.145 -2.680 -2.167
C -1.974 2.735 2.473
C 3.748 -4.361 0.491
N -5.210 0.930 -2.769
H -4.508 3.567 0.383
H -6.501 -1.373 -0.837
H -1.642 2.780 3.503
C 5.508 -2.754 0.161
C -4.483 -1.340 -1.074
N -5.749 -0.863 -1.267
As 1.856 -0.756 -0.344
H -0.971 -1.372 0.507
C -3.202 3.284 2.099
H 3.617 0.006 -2.592
H 3.216 4.016 0.282
C 4.202 2.045 -2.294
C 0.718 -1.434 -1.861
N -4.215 -2.381 -0.296
C 0.929 -0.724 1.320
C -1.189 2.132 1.525
H 1.983 1.960 0.871
H 4.800 2.080 -3.194
C 2.758 0.853 -0.802
H 1.749 -3.641 0.264
C -1.019 -1.168 2.630
C 3.213 -2.091 -0.080
C 1.646 -0.378 2.460
O -3.269 2.576 -1.363
H 1.549 -0.122 4.584
C 3.534 0.877 -1.954
C 2.801 -3.386 0.227
N -5.967 1.814 -3.469
C -3.582 3.194 0.791
H 6.561 -2.506 0.141
N -7.327 0.533 -2.366
C -0.322 -0.801 3.774
```


C26H21BaN6O | the ωB97M-V functional and the def2-TZVPD basis

Summary:
ΔE to the lowest compared entry with this formula, charge and spin in kcal/mol: 13.0
Largest force on an atom in hartree/bohr: 0.058
Calculated total energy in eV: -38981.800
Total charge: +1

```
55
C26H21BaN6O | the OMol25 dataset | the ωB97M-V functional and the def2-TZVPD basis
H 0.314 -1.264 5.164
H -4.353 -2.190 2.026
C 1.540 2.580 0.418
N -4.423 -0.218 -0.480
H -6.774 0.972 -1.529
H 7.750 -0.203 -4.607
C 6.748 1.688 -4.719
C 0.395 1.042 2.690
N 2.943 0.582 0.156
H 0.198 -3.055 1.559
C 0.620 -0.739 4.270
H 0.489 2.547 0.122
H 4.179 2.650 -2.729
N 0.413 -1.670 0.048
H 2.280 -2.035 3.864
H -0.917 0.762 4.359
C -1.574 -0.538 -0.658
C -8.098 0.011 -0.128
C 1.505 0.545 2.004
H 5.600 3.494 -4.588
C 5.752 2.499 -4.192
H -7.218 -2.096 2.419
C -5.886 -1.148 0.996
C -3.776 -0.980 0.361
C -0.221 -0.789 -0.736
C 5.145 0.748 -2.659
C -0.326 -2.329 0.943
H 7.359 2.046 -5.538
C -0.056 0.387 3.821
H -9.208 -1.056 1.372
C -1.682 -2.139 1.106
C 4.255 0.205 -1.612
C 6.958 0.415 -4.206
H 6.298 -1.053 -2.785
C 2.033 1.219 0.810
Ba 3.187 -1.879 0.404
N -4.613 -1.580 1.272
H -8.993 0.450 -0.547
C 1.711 -1.168 3.538
C -2.344 -1.222 0.287
H 2.131 2.934 -0.422
H 1.645 3.283 1.245
N 2.133 -0.570 2.426
C 4.954 2.035 -3.160
H -2.206 -2.717 1.856
C -6.873 0.304 -0.684
C 6.151 -0.060 -3.187
O 4.126 -1.060 -1.470
C -7.124 -1.441 1.562
C -8.223 -0.849 0.977
C -5.744 -0.292 -0.115
H -0.108 1.930 2.334
N 3.585 1.103 -0.891
H 0.396 -0.258 -1.452
H -2.057 0.167 -1.319
```


C26H21BrClN2O2 | the ωB97M-V functional and the def2-TZVPD basis

Summary:
SMILES string: C#Cc1c(CCCCn2cccc2)c2c(Br)cccc2c(Cl)[n+]1OC(=O)c1ccccc1
Largest force on an atom in hartree/bohr: 0.060
Calculated total energy in eV: -116931.456
Total charge: +1

```
53
C26H21BrClN2O2 | the OMol25 dataset | the ωB97M-V functional and the def2-TZVPD basis
H 0.225 -4.543 -1.455
C 0.615 -2.713 0.694
C -0.807 -0.725 -2.218
H -3.163 -5.076 2.265
C -2.431 -4.940 1.453
C -2.504 -5.777 0.291
H 0.127 1.555 -3.023
H -1.217 0.993 0.235
H -2.125 1.513 -2.057
C -3.809 1.255 0.423
C 3.841 2.620 0.362
C 5.064 2.602 1.075
C 1.358 -0.046 -0.804
C -0.433 -3.801 0.503
C 0.098 -0.456 -1.461
H -0.850 2.747 0.534
H -3.611 0.225 0.105
C -1.393 -3.982 1.546
H -0.074 3.291 -2.898
C 5.692 1.404 1.567
C -0.050 2.364 -2.278
C -1.462 2.036 -0.052
C 5.026 0.196 1.337
C -3.332 3.443 0.857
C 3.157 -1.083 0.397
C -4.704 3.283 1.169
C -0.507 -4.641 -0.640
N -2.853 2.243 0.412
H -5.400 4.045 1.541
C -1.465 2.281 -1.593
C 3.140 1.381 0.067
H 5.598 3.548 1.283
C 1.859 1.265 -0.716
H -5.946 1.352 1.001
H -1.464 -1.226 -2.931
H 1.962 2.998 -1.947
Cl 3.883 -2.551 1.003
H 5.500 -0.720 1.723
C -1.541 -5.613 -0.734
C 1.181 2.473 -1.349
O 1.473 -2.410 -0.399
N 2.005 -1.165 -0.255
H -3.303 -6.528 0.213
H 0.925 3.187 -0.532
O 0.697 -2.185 1.763
H 6.646 1.465 2.111
H -2.753 4.373 0.941
H -1.353 -3.372 2.465
Br 3.258 4.382 -0.110
C 3.790 0.192 0.611
H -1.587 -6.282 -1.611
C -4.989 1.874 0.881
H -1.994 3.247 -1.763
```